# 1
Density functional theory data (wB97M-V/def2-TZVPD) for C4H6O2 in the gas phase.

Positions of all 12 atoms, in Å:
1 C -1.3943 -0.4512 -0.3474
2 C 0.0530 -0.1355 -0.5760
3 C 0.7795 0.9992 0.0816
4 O 0.5028 1.2501 1.4404
5 O 0.6261 -0.2686 1.6967
6 C 1.1276 -0.4650 0.3909
7 H -1.6169 -1.4711 -0.6728
8 H -1.6363 -0.3590 0.7141
9 H -2.0239 0.2444 -0.9115
10 H 0.4164 -0.1952 -1.6023
11 H 1.1029 1.8581 -0.5040
12 H 2.0631 -1.0063 0.2901

The SMILES is C[C@H]1[C@H]2OO[C@@H]12. The calculation puts the gap between HOMO and LUMO at 10.10 eV. The calculation puts the strongest force on any atom at 2.20 eV/Å. The HOMO energy is -0.3444 hartree.

How positive or negative is each atom? The Löwdin charges in e answer that: -0.0473 -0.2573 -0.2049 0.0148 -0.0008 -0.1895 0.0799 0.0822 0.0823 0.1476 0.1483 0.1447

# 2
Density functional theory data (wB97M-V/def2-TZVPD) for a molecular structure, C5H8O.

Positions of all 14 atoms, in Å:
1 O 1.5416 -0.4871 1.3692
2 C 0.8653 0.3642 0.4875
3 C 0.7019 -0.0625 -0.9842
4 C -0.8085 0.2390 -0.9003
5 C -1.7878 -0.6788 -0.4136
6 C -0.6671 0.5113 0.6923
7 H 1.1912 -1.3803 1.2516
8 H 1.3548 1.3370 0.5790
9 H 0.9038 -1.1248 -1.1629
10 H 1.2752 0.5331 -1.6996
11 H -1.1650 1.1360 -1.4106
12 H -1.2538 -1.6259 -0.1736
13 H -1.0838 -0.2413 1.3772
14 H -1.0677 1.4801 0.9880

The calculation puts the gap between HOMO and LUMO at 9.34 eV. The calculation puts the strongest force on any atom at 0.39 eV/Å. The HOMO energy is -0.3105 hartree.

How positive or negative is each atom? The Löwdin charges in e answer that: -0.0130 -0.3701 -0.0902 -0.3552 0.0752 -0.1051 0.0960 0.1501 0.1161 0.1087 0.1263 0.0267 0.1113 0.1231

# 3
Density functional theory data (wB97M-V/def2-TZVPD) for 6 unconnected molecules or ions with the total composition C38H59FIN5O4S.

Positions of all 109 atoms, in Å:
1 C 1.9108 6.4291 4.6714
2 C 0.8946 7.5123 3.9299
3 O 0.0132 6.8589 2.9064
4 C 0.5504 7.2120 1.5831
5 C -0.3045 6.6369 0.3078
6 C -1.9248 6.5444 0.5400
7 C -2.4619 5.1177 1.1432
8 C -2.6060 3.9186 -0.0087
9 C -1.3640 2.8557 0.3362
10 C -1.3378 2.0303 1.6087
11 C -2.5517 2.0859 2.7482
12 C -3.1672 0.5437 2.9118
13 O -3.5309 -0.0041 4.0776
14 F -3.3551 -0.2305 1.6365
15 C 0.0024 1.0627 1.7862
16 O -0.0125 -0.1299 2.4214
17 C 1.4343 1.6665 1.1689
18 I 3.2699 1.1847 2.2800
19 C 1.3846 2.4984 -0.0944
20 C 2.7926 3.1211 -0.7201
21 S 3.9578 1.8128 -1.3836
22 C 5.7496 2.1789 -0.9774
23 C 6.3480 1.1408 0.1890
24 C -0.1174 2.7771 -0.7753
25 O -0.3057 2.9603 -2.0941
26 H 1.8826 5.3558 4.1921
27 H 1.6754 6.3182 5.8227
28 H 3.0478 6.7816 4.6047
29 H 0.2625 8.0158 4.7989
30 H 1.5839 8.3441 3.4786
31 H 0.7256 8.3641 1.4748
32 H 1.6288 6.7067 1.5168
33 H -0.1413 7.4190 -0.5791
34 H 0.1620 5.6188 -0.0528
35 H -2.4217 6.6631 -0.5385
36 H -2.2986 7.4540 1.1757
37 H -3.5054 5.2373 1.6653
38 H -1.6883 4.7745 1.9773
39 H -2.5392 4.3229 -1.1060
40 H -3.6605 3.3699 0.0716
41 H -3.4742 2.7405 2.3679
42 H -2.1335 2.5057 3.7693
43 H 2.4629 3.8095 -1.6256
44 H 3.2732 3.7471 0.1717
45 H 6.3742 1.9528 -1.9522
46 H 5.9671 3.2646 -0.5987
47 H 5.6752 0.1889 0.2952
48 H 6.4473 1.6708 1.2422
49 H 7.4269 0.7865 -0.1427
50 C 5.6819 -3.7614 2.8824
51 C 6.4866 -3.0128 3.9369
52 C 6.7871 -1.5651 3.5513
53 C 7.6528 -1.4708 2.3661
54 N 8.3306 -1.3965 1.4272
55 H 6.2334 -3.8408 1.9405
56 H 5.4632 -4.7776 3.2258
57 H 4.7307 -3.2577 2.6838
58 H 7.4196 -3.5549 4.1313
59 H 5.9161 -3.0149 4.8752
60 H 7.2821 -1.0712 4.3939
61 H 5.8507 -1.0251 3.3723
62 C -2.7021 -2.9621 1.6567
63 C -2.8549 -3.9341 0.4939
64 C -4.0906 -4.8253 0.6109
65 C -4.0212 -5.7271 1.7707
66 N -3.9693 -6.4340 2.6893
67 H -2.5657 -3.4914 2.6048
68 H -1.8254 -2.3249 1.5031
69 H -3.5807 -2.3157 1.7458
70 H -1.9501 -4.5486 0.4158
71 H -2.9269 -3.3544 -0.4358
72 H -4.1808 -5.4245 -0.3011
73 H -4.9920 -4.2059 0.6743
74 C -3.6982 -8.2922 -1.3362
75 C -5.1181 -8.4814 -1.8542
76 C -5.1735 -8.9130 -3.3189
77 C -4.6400 -7.8847 -4.2250
78 N -4.2132 -7.0758 -4.9392
79 H -3.1797 -7.4926 -1.8742
80 H -3.7164 -8.0213 -0.2758
81 H -3.1160 -9.2130 -1.4419
82 H -5.6813 -7.5515 -1.7113
83 H -5.6111 -9.2490 -1.2432
84 H -6.2151 -9.1180 -3.5870
85 H -4.6211 -9.8497 -3.4525
86 C -3.8007 -0.3696 -3.8668
87 C -2.6614 0.3685 -4.5577
88 C -2.4325 1.7755 -4.0073
89 C -3.5792 2.6639 -4.2504
90 N -4.4864 3.3629 -4.4367
91 H -4.7573 0.1398 -4.0188
92 H -3.8954 -1.3818 -4.2727
93 H -3.6202 -0.4504 -2.7904
94 H -2.8594 0.4105 -5.6353
95 H -1.7401 -0.2140 -4.4261
96 H -1.5445 2.2013 -4.4860
97 H -2.2213 1.7257 -2.9334
98 C 1.9819 -0.8427 -4.0440
99 C 1.5501 -2.2078 -3.5241
100 C 1.4519 -2.2696 -2.0005
101 C 2.7565 -2.0804 -1.3484
102 N 3.7849 -1.9248 -0.8339
103 H 2.9866 -0.5824 -3.6970
104 H 1.9987 -0.8440 -5.1386
105 H 1.2901 -0.0609 -3.7156
106 H 2.2472 -2.9707 -3.8905
107 H 0.5660 -2.4457 -3.9492
108 H 1.0482 -3.2458 -1.7125
109 H 0.7434 -1.5147 -1.6418

The SMILES is CCOCCCCCC1=C(CC(=O)F)C(=O)C(I)=C(CSCC)C1=O.CCCC#N.CCCC#N.CCCC#N.CCCC#N.CCCC#N. The calculation puts the gap between HOMO and LUMO at 6.41 eV. The calculation puts the strongest force on any atom at 10.01 eV/Å. The HOMO energy is -0.3192 hartree.

Atomic partial charges in e from the Löwdin method, atoms 1 to 99: -0.1117 -0.2295 -0.2257 -0.2269 -0.1580 -0.1993 -0.1976 -0.1240 -0.0303 -0.0524 -0.0170 -0.1594 0.0172 -0.0537 -0.2091 -0.0550 -0.4894 0.8669 -0.1659 -0.4732 0.7224 -0.5109 -0.2368 -0.1379 -0.0351 0.0775 0.0755 0.0807 0.1294 0.1138 0.1252 0.1341 0.1273 0.1046 0.1184 0.1207 0.1133 0.1139 0.1157 0.1254 0.1332 0.1528 0.0893 0.0975 0.0829 0.0885 0.0285 0.0604 0.0708 -0.1088 -0.2691 -0.1936 -0.2235 0.1524 0.0750 0.0734 0.0757 0.1131 0.1100 0.1178 0.0968 -0.1113 -0.2624 -0.1941 -0.2331 0.1406 0.0821 0.0647 0.0615 0.1117 0.1071 0.0983 0.1236 -0.1136 -0.2690 -0.1981 -0.2297 0.1360 0.0711 0.0614 0.0794 0.1090 0.1128 0.1175 0.1212 -0.1095 -0.2630 -0.2064 -0.2258 0.1348 0.0734 0.0742 0.0711 0.1148 0.1002 0.1164 0.0943 -0.1087 -0.2664

# 4
Density functional theory data (wB97M-V/def2-TZVPD) for a molecular structure, C32H35I2KN4O5.

Positions of all 79 atoms, in Å:
1 K -0.2302 -0.0240 0.5801
2 I 7.4035 3.5698 -1.5584
3 C 5.5749 2.6693 -1.0897
4 C 4.7952 3.1699 -0.0592
5 C 3.6040 2.5377 0.2332
6 I 2.4087 3.2781 1.7717
7 C 3.0930 1.3991 -0.4626
8 O 1.9952 0.8725 -0.0963
9 C 3.9352 0.9346 -1.5294
10 C 3.5396 -0.1946 -2.4703
11 N 2.7091 -1.2701 -1.9703
12 C 3.2152 -1.8581 -0.7575
13 C 2.4807 -3.1222 -0.3858
14 C 2.9281 -3.8814 0.7018
15 C 2.2069 -4.9912 1.0901
16 C 1.0508 -5.3124 0.3869
17 C 0.6928 -4.5052 -0.6759
18 N 1.3934 -3.4443 -1.0716
19 C 5.1403 1.5596 -1.8022
20 H 5.1072 4.0324 0.5139
21 H 4.4770 -0.6371 -2.8328
22 H 3.0342 0.2300 -3.3447
23 H 1.7837 -0.8975 -1.7916
24 H 3.1221 -1.1809 0.1120
25 H 4.2843 -2.0751 -0.8710
26 H 3.8224 -3.5733 1.2313
27 H 2.5279 -5.5913 1.9339
28 H 0.4291 -6.1525 0.6672
29 H -0.2157 -4.7048 -1.2349
30 H 5.7504 1.1736 -2.6130
31 N 0.8647 1.9996 -2.8117
32 C -0.5916 1.9502 -2.9613
33 C -0.9963 1.2776 -4.2712
34 C -0.5432 -0.1786 -4.3260
35 C -1.2377 -1.0770 -3.2905
36 N -0.3183 -1.5145 -2.2503
37 H 1.1472 1.6253 -1.9102
38 H 1.2069 2.9491 -2.8533
39 H -1.0356 2.9504 -2.9039
40 H -1.0231 1.4077 -2.1188
41 H -0.5613 1.8356 -5.1091
42 H -2.0872 1.3330 -4.3826
43 H 0.5308 -0.1966 -4.1253
44 H -0.6839 -0.5783 -5.3361
45 H -1.7277 -1.9177 -3.8107
46 H -2.0425 -0.5295 -2.7922
47 H 0.3419 -2.2094 -2.5779
48 H -0.8202 -1.9133 -1.4617
49 C -0.2420 -1.6258 4.0844
50 C -0.6955 -2.0863 2.7079
51 O 0.1552 -2.1961 1.8350
52 C -2.1325 -2.2887 2.4658
53 C -2.9765 -2.5522 3.5559
54 C -4.3333 -2.7529 3.4310
55 C -4.8959 -2.6483 2.1472
56 C -4.1250 -2.3586 1.0574
57 C -2.6977 -2.1563 1.1360
58 O -2.0419 -1.8543 0.1044
59 H 0.8444 -1.5680 4.0770
60 H -0.5670 -2.2885 4.8868
61 H -0.6605 -0.6332 4.2673
62 H -2.5390 -2.6155 4.5446
63 H -4.9472 -2.9713 4.2958
64 H -5.9663 -2.7871 2.0178
65 H -4.5622 -2.2545 0.0708
66 O -1.3247 1.4330 2.4495
67 C -1.6109 2.2255 1.5216
68 O -1.3261 2.1218 0.3083
69 C -2.4107 3.4717 1.9230
70 C -2.9934 3.5649 3.1811
71 C -3.7280 4.6876 3.5373
72 C -3.8735 5.7381 2.6401
73 C -3.2858 5.6547 1.3839
74 C -2.5650 4.5234 1.0271
75 H -2.8511 2.7363 3.8630
76 H -4.1884 4.7467 4.5177
77 H -4.4427 6.6185 2.9180
78 H -3.3912 6.4733 0.6803
79 H -2.1074 4.4182 0.0520

The calculation puts the gap between HOMO and LUMO at 5.77 eV. The calculation puts the strongest force on any atom at 0.79 eV/Å. As for the total charge: -2. The HOMO energy is -0.0819 hartree.

How positive or negative is each atom? The Löwdin charges in e answer that: 0.8354 0.7272 -0.7755 -0.2715 -0.6368 0.9109 -0.4993 -0.2678 -0.1446 -0.1891 -0.0496 -0.1741 -0.2494 -0.0383 -0.0906 -0.0854 -0.1346 0.1191 -0.1529 0.0650 0.1043 0.1080 0.0609 0.1257 0.1272 0.1093 0.0946 0.0906 0.1070 0.0872 0.0457 -0.2761 -0.2272 -0.2123 -0.2754 0.0004 0.0364 0.0654 0.1043 0.0874 0.0952 0.1005 0.0878 0.0903 0.0951 0.1074 0.0466 0.0178 -0.0131 -0.4241 -0.0401 -0.0962 -0.0768 -0.1474 -0.1366 -0.0335 -0.3917 -0.1364 0.0795 0.0608 0.0875 0.0875 0.0720 0.0842 0.0970 -0.0956 -0.6843 -0.1390 -0.1186 -0.0328 -0.1103 -0.1311 -0.1077 -0.0292 0.1082 0.0865 0.0827 0.0874 0.1089

Question: Which value of gap between HOMO and LUMO does entry 3 give?
Answer: 6.41 eV